# 1
{"formula": "C4H7N2O2S", "method": "the ωB97M-V functional and the def2-TZVPD basis", "orbital_gap_ev": 8.6, "total_charge": 1, "energy_ha": -814.404222, "symbols": ["C", "C", "C", "C", "N", "N", "O", "O", "S", "H", "H", "H", "H", "H", "H", "H"], "xyz": [[-0.386, 1.432, -0.870], [-0.356, -1.589, 0.181], [1.696, -0.440, 0.657], [-0.785, 0.808, 0.187], [-1.145, -0.582, 0.097], [0.954, -1.519, 0.231], [2.931, -0.559, 0.210], [-0.803, 1.227, 1.426], [-2.926, -0.740, -0.113], [-0.147, 2.466, -0.923], [-0.788, -2.650, 0.465], [-0.585, 1.082, -1.860], [1.494, -2.379, 0.121], [3.563, -0.026, 0.628], [-1.024, 2.158, 1.453], [-2.944, 0.517, -0.425]], "forces_ev_per_a": [[-0.546, 1.128, -2.415], [-1.608, -2.745, 1.761], [1.036, 1.868, 0.299], [1.170, -0.953, 0.115], [-2.000, 0.326, -0.140], [2.325, -0.548, -0.336], [-2.511, -2.828, -0.968], [-0.438, -0.079, 1.529], [0.929, -1.518, 0.664], [0.450, 0.747, 0.656], [0.552, 2.163, -1.464], [0.190, -0.843, -0.330], [-0.327, -0.140, -0.251], [1.045, 1.792, 1.137], [0.088, 0.443, 0.169], [-0.356, 1.187, -0.426]]}

---

# 2
{"formula": "C22H37BClFNO3", "method": "the ωB97M-V functional and the def2-TZVPD basis", "orbital_gap_ev": 9.0, "total_charge": 1, "energy_ha": -1725.712715, "symbols": ["C", "C", "C", "C", "C", "C", "C", "C", "C", "C", "C", "B", "C", "O", "C", "C", "C", "F", "C", "C", "C", "C", "O", "C", "N", "C", "C", "O", "Cl", "H", "H", "H", "H", "H", "H", "H", "H", "H", "H", "H", "H", "H", "H", "H", "H", "H", "H", "H", "H", "H", "H", "H", "H", "H", "H", "H", "H", "H", "H", "H", "H", "H", "H", "H", "H", "H"], "xyz": [[5.234, -0.542, 0.320], [4.518, 0.791, 0.526], [4.624, 1.714, -0.702], [3.381, 2.554, -0.984], [2.798, 3.237, 0.242], [1.655, 4.202, -0.068], [0.488, 3.656, -0.901], [-0.642, 3.052, -0.081], [-0.296, 1.786, 0.759], [-1.174, 0.599, 0.498], [-1.033, -0.240, -0.620], [0.146, -0.034, -1.679], [1.479, -0.846, -1.453], [-0.069, 0.793, -2.723], [-1.879, -1.357, -0.787], [-1.772, -2.206, -2.019], [-2.459, -1.561, -3.215], [-3.784, -1.357, -2.890], [-2.839, -1.650, 0.207], [-3.739, -2.847, 0.136], [-2.946, -4.142, 0.502], [-3.518, -4.895, 1.719], [-2.497, -5.427, 2.547], [-2.936, -0.782, 1.278], [-2.132, 0.300, 1.413], [-2.352, 1.129, 2.614], [-1.405, 0.730, 3.726], [-0.509, 1.392, 4.062], [-1.745, -0.824, 4.437], [4.887, -1.059, -0.571], [6.312, -0.422, 0.292], [5.021, -1.185, 1.172], [4.987, 1.272, 1.378], [3.477, 0.566, 0.750], [5.475, 2.378, -0.562], [4.854, 1.092, -1.565], [2.638, 1.901, -1.446], [3.621, 3.307, -1.732], [3.600, 3.824, 0.692], [2.536, 2.508, 1.003], [1.287, 4.645, 0.856], [2.091, 5.024, -0.633], [0.053, 4.500, -1.432], [0.846, 2.986, -1.670], [-1.527, 2.883, -0.689], [-0.927, 3.828, 0.628], [0.731, 1.485, 0.560], [-0.315, 2.059, 1.802], [2.048, -0.448, -0.616], [1.207, -1.856, -1.154], [2.104, -0.893, -2.341], [0.724, 0.887, -3.265], [-2.268, -3.156, -1.880], [-0.740, -2.443, -2.254], [-2.403, -2.242, -4.061], [-2.006, -0.623, -3.512], [-4.109, -2.953, -0.874], [-4.561, -2.743, 0.834], [-1.906, -3.912, 0.718], [-2.944, -4.819, -0.350], [-4.090, -4.210, 2.334], [-4.148, -5.714, 1.377], [-1.862, -5.897, 2.000], [-3.672, -0.948, 2.045], [-2.237, 2.176, 2.379], [-3.378, 0.977, 2.924]], "forces_ev_per_a": [[-0.201, 0.004, 0.507], [0.414, -0.274, -0.649], [0.039, -0.041, 0.370], [-0.025, -0.307, -0.033], [0.288, 0.288, 0.031], [0.139, -0.147, -0.308], [-0.062, 0.336, 0.261], [-0.090, 0.004, 0.336], [0.170, 0.119, -0.530], [-0.012, -0.417, -0.037], [-0.373, -0.044, 0.033], [0.362, -0.147, 0.517], [-0.644, 0.135, -0.143], [0.062, 0.099, -0.007], [0.152, 0.566, 0.696], [-0.316, -0.017, -0.030], [0.458, -0.266, -0.171], [-0.252, 0.121, 0.018], [-0.024, 0.673, 0.092], [0.867, -0.590, 0.147], [-0.433, -0.090, 0.084], [0.654, -0.104, -0.342], [0.015, 0.264, 0.135], [0.217, -0.444, -0.762], [-0.308, -0.139, -0.089], [-0.478, -0.250, -0.351], [-0.958, -0.576, -0.518], [1.511, 1.068, 0.734], [-0.139, -0.352, 0.068], [0.062, -0.005, -0.198], [0.151, 0.035, -0.256], [0.045, -0.171, 0.057], [-0.326, 0.167, 0.339], [-0.178, 0.152, 0.184], [0.149, 0.057, -0.039], [-0.008, 0.053, -0.232], [-0.186, -0.087, -0.017], [-0.002, 0.121, -0.135], [0.070, 0.071, 0.132], [-0.179, -0.163, 0.097], [-0.125, 0.040, 0.133], [0.062, 0.145, -0.062], [-0.103, 0.075, -0.117], [0.036, -0.272, -0.142], [-0.018, -0.169, -0.243], [-0.186, 0.079, 0.128], [0.101, -0.099, -0.129], [0.178, -0.103, 0.201], [0.167, 0.148, 0.057], [0.117, -0.258, 0.010], [0.233, 0.010, -0.017], [-0.107, 0.033, -0.169], [-0.008, -0.257, 0.202], [0.280, 0.145, -0.130], [-0.124, -0.081, -0.103], [-0.056, 0.321, 0.107], [-0.441, 0.180, -0.110], [-0.275, 0.150, -0.071], [0.153, 0.164, 0.101], [0.056, -0.035, -0.129], [-0.154, -0.032, 0.236], [-0.398, 0.062, 0.009], [-0.013, -0.162, -0.009], [-0.045, 0.100, 0.179], [0.174, 0.188, -0.031], [-0.142, -0.075, 0.108]]}

---

no.,LUMO energy (eV)
1,-4.6
2,-3.8